164
Properties=species:S:1:pos:R:3 method="wB97M-V/def2-TZVPD" gap_ev=6.419 lumo_energy_ev=-11.122 mol_weight_g_mol=1378.50 total_charge=+7 total_energy_ev=-156688.374 de_lowest_ev=0.000 largest_force_ev_per_a=3.9 homo_energy_ev=-17.541
C -5.7075 -4.5265 4.5545
C 0.2651 -2.9174 -1.9387
F 0.1638 -1.6224 -2.0446
C 10.8454 4.0515 -3.9663
H 4.0000 -0.7361 -0.5646
C -2.4652 -2.3285 -8.9610
S -2.7063 1.6294 3.8252
F 3.0767 3.6262 -2.0652
C -3.2425 6.1980 1.9764
F 1.5492 -3.2971 -1.8613
O -3.2825 2.9498 3.5041
H -10.9319 -10.7562 5.4150
H 7.1337 2.1162 -2.5656
C -10.1745 9.3561 3.4513
F -1.6881 -0.2598 2.5161
N 0.9897 1.0580 7.5449
O -0.2714 -5.1597 -2.9523
C -2.0326 -3.4220 -8.2495
C -7.5505 -7.7649 4.8503
H 2.1203 -0.2976 8.5515
H 11.5812 0.7721 -3.4854
H -9.2793 -6.6239 4.4514
H 1.0032 1.7625 4.3527
C -1.2292 -4.3767 -8.8022
C 2.8601 -0.2146 3.9756
C -9.7418 -8.5929 5.2410
N 3.9458 -0.9230 1.5703
H 17.3950 2.1441 -5.5378
H -4.9066 -2.8298 2.4579
H -11.1307 8.9605 3.1315
H 17.6068 3.8395 -4.6626
C 2.5280 -0.4157 6.4930
H -3.1799 -1.5980 -8.6007
C -0.9132 -4.2611 -10.1702
C 4.3798 3.5256 -1.7972
O -3.5927 0.6448 4.4771
C 4.4736 -1.3095 0.2436
C -5.8143 7.9540 4.0882
H 13.3987 2.0839 -2.2490
C 0.1276 1.3020 8.6912
H 1.0383 0.1735 2.8532
C 4.7220 -1.0813 2.7031
H 1.2110 -5.4609 -5.0306
C -6.0251 8.6806 1.8325
C -6.4986 -5.5305 5.0524
H -3.4469 -3.4453 3.4593
H 13.1055 3.7982 -6.1376
F 4.7955 4.7488 -1.5768
H -11.3257 11.5886 5.6995
H -2.9820 6.3464 0.9235
H -1.0559 -2.9831 -11.8812
H 5.4915 -1.0022 0.2165
C -8.9837 8.7823 3.1863
C -6.1140 -6.7800 3.0463
C 4.1830 -0.7015 3.9150
C 2.0942 -0.1238 2.8185
C -0.1370 -7.6078 -7.1456
H 3.1480 -1.3213 6.5608
N -10.1740 10.5015 4.2082
N -2.0726 -2.1822 -10.2675
S 4.7712 2.3904 -0.3309
O -2.0437 -3.4456 -2.8780
H -0.0743 2.4287 6.3807
H -1.2353 -7.1435 -8.9960
H 7.0868 1.7730 -4.3065
C 1.9292 0.1116 7.5690
H -3.5162 5.1598 2.1708
C 13.6607 3.3370 -5.3410
H -6.0027 -7.7321 2.4828
F 5.0604 2.9991 -2.8499
H 4.8222 -0.7945 4.7502
C 11.0673 1.7195 -3.6545
H -8.9754 7.9260 2.5257
C 0.7454 -5.7879 -5.9724
H -6.0290 7.8188 5.1599
H 11.2218 4.9838 -4.2182
C 0.6831 1.6720 6.3533
H 2.1083 -0.5411 0.6496
C 0.0609 -4.9637 -6.8373
H -6.6437 9.0760 1.0849
C -2.6320 -1.1073 -11.0609
F -3.5080 0.5144 1.6363
H 4.1984 -2.3775 0.0482
O -0.2558 -3.2720 -4.5300
C 0.9795 -8.1160 -5.0653
C -7.0273 -8.9482 5.4307
C 11.6330 2.9003 -3.9084
C 2.2466 0.1906 5.2674
H -10.9094 -10.1321 7.1031
H 0.7240 1.5020 9.5426
C -0.5641 -5.4598 -7.9202
C -8.8906 -7.6028 4.7517
H -6.9730 -5.5270 6.0011
N -5.1696 -4.6657 3.3192
H -0.3760 2.2857 8.4734
N -4.3707 7.0980 2.3599
C -6.5140 8.7212 3.1486
C 13.1062 2.9021 -4.1552
H 6.9211 3.4365 -3.6492
H 1.3993 -9.0193 -5.5729
C 17.3235 2.7837 -4.6358
C -4.9367 7.8992 1.5033
F -1.5815 1.5935 1.4635
H 15.9404 2.3057 -2.4957
F -0.3365 -3.1567 -0.6581
C 13.8723 2.4909 -3.1131
C -7.7964 10.5437 4.2445
C -4.2785 -3.6238 2.7926
C -11.4658 11.2167 4.6436
C -10.4078 -10.6519 6.3336
C 9.6808 1.6625 -3.5198
C 2.6779 -0.4434 1.6191
C -2.3940 0.8457 2.2360
H -5.0967 -5.6304 1.4827
H 17.6665 2.1658 -3.7984
H 8.7970 4.7930 -4.0068
H 0.1595 -3.8868 -6.6232
H 0.2005 -8.3442 -4.3505
H -9.0807 12.0702 5.0410
S -0.7078 -3.7778 -3.2413
H -11.7418 11.9661 3.8610
C 15.2221 2.5795 -3.2273
H -2.8923 -0.2664 -10.3935
H -4.3138 6.4020 4.4153
H -5.4449 -3.6393 5.1391
C -5.4540 -5.6918 2.5013
H -6.9394 11.2191 4.4152
H -4.6852 7.8212 0.4688
O 5.6588 1.3435 -0.9145
N 15.8165 2.9125 -4.4096
N 0.5454 -7.1088 -6.0889
H -0.3100 -4.9960 -10.6350
H -10.0171 -11.5728 6.7533
C 9.4559 3.9625 -3.8071
C -9.0212 11.1287 4.4991
H -2.3341 6.4309 2.5746
H -3.5033 -1.3646 -11.5856
C -0.6269 -6.8148 -8.1755
C -1.2941 -3.1083 -10.8229
H -0.3089 -8.6475 -7.0569
C -7.7480 9.3747 3.5232
H 9.1039 0.7764 -3.3639
H -7.5819 -10.7982 6.4317
C 1.3352 1.2710 5.2235
H -10.7818 -8.4685 5.2477
H 1.7700 -7.6032 -4.4914
H -0.5211 0.4803 8.9663
C -4.7235 7.1664 3.6859
N 8.8962 2.7487 -3.6400
C -7.8720 -9.8917 5.9495
O -1.4040 1.8173 4.4339
C 7.3864 2.4739 -3.5351
N -9.2523 -9.6704 5.8448
H -5.9938 -9.1428 5.6567
C 15.0283 3.2382 -5.4447
H 5.7351 -1.4072 2.5905
O 3.5417 1.7104 -0.0004
H -3.8303 -4.0199 1.8242
O 5.3738 3.2580 0.6640
H 15.4579 3.4689 -6.4368
H -1.8375 -0.8495 -11.7225
H -12.2623 10.4383 4.7844
C -6.6974 -6.6779 4.3102
H -2.4611 -3.5562 -7.2162

---

21
Properties=species:S:1:pos:R:3 method="wB97M-V/def2-TZVPD" gap_ev=9.841 lumo_energy_ev=0.546 mol_weight_g_mol=110.15 smiles="C/C=C/C.O.O.O" total_energy_ev=-10516.064 de_lowest_ev=1.865 largest_force_ev_per_a=5.6 homo_energy_ev=-9.296
O 1.5818 -1.3547 -1.0793
H -0.9415 1.3427 1.0608
H -0.8212 -2.0813 -3.0938
O -2.5056 -0.8883 -0.1446
H 1.5337 2.7342 -0.5783
C -0.0331 -0.5158 1.8701
H 0.0634 3.2030 0.6351
H 1.5083 -2.3166 -0.9809
C 0.0213 0.8508 1.1499
C 1.1241 3.0467 0.4681
H 0.8295 -1.1638 1.8317
H -2.1149 -1.5573 -0.7180
H 2.0803 0.9482 1.1860
C 1.1445 1.5178 0.9597
H -0.0816 -1.5276 -1.9104
O -0.9442 -1.4904 -2.3424
H 1.2645 -0.9875 -0.2262
H -0.2615 -0.4791 3.0072
H -0.7431 -1.1429 1.4443
H 1.8215 3.6658 0.9691
H -2.7347 -0.1665 -0.7819